Below is a molecular structure, C34H43BN9NaO6PSe2Te in a non-equilibrium geometry, with properties calculated with the ωB97M-V functional and the def2-TZVPD basis.

Values from the calculation:
expectation value of S² = 0.774
HOMO energy (alpha / beta) = -0.3 / -3.0 eV
maximum force = 2.38 eV Å⁻¹

Structure (ORCA input):
```
! RIJCOSX wB97M-V def2-TZVPD def2/J DEFGRID3
* xyz -2 2
Na 0.4452 0.5065 -0.0212
C 2.1659 1.1645 -3.9088
C 1.4406 0.1491 -3.2777
N 1.7588 0.0767 -2.0026
N 2.6849 0.9994 -1.7777
C 2.9470 1.6869 -2.9037
B 3.3415 1.2161 -0.4164
N 2.5546 2.2739 0.3418
C 2.8510 2.7625 1.5555
C 1.8411 3.6212 1.9251
C 0.9460 3.5700 0.8565
N 1.3857 2.7559 -0.0882
N 3.3611 -0.0658 0.4213
C 4.3774 -0.5475 1.1641
C 3.9196 -1.6429 1.8554
C 2.5788 -1.7454 1.4725
N 2.2635 -0.7941 0.6211
N 4.7988 1.6380 -0.6707
C 5.6849 0.8987 -1.3696
C 6.8786 1.5831 -1.4010
C 6.6128 2.7528 -0.6801
N 5.3636 2.7692 -0.2530
H 2.1215 1.4647 -4.9376
H 0.7488 -0.5581 -3.6914
H 3.6698 2.4813 -2.9239
H 3.7474 2.4708 2.0666
H 1.7482 4.1732 2.8386
H 0.0219 4.1098 0.7382
H 5.3497 -0.0928 1.1684
H 4.4656 -2.2673 2.5345
H 1.8450 -2.4597 1.7920
H 5.4114 -0.0487 -1.7906
H 7.7995 1.2902 -1.8676
H 7.2755 3.5694 -0.4624
O -2.9773 -4.9653 -2.0906
C -2.9129 -4.5853 -0.7440
C -1.5354 -4.7838 -0.0630
C -1.4630 -6.2341 0.4577
O -0.2665 -6.5674 1.1215
C -1.4278 -3.7860 1.0831
Se -0.9194 -1.9563 0.5017
C -0.3815 -4.5278 -1.0335
Se -0.6298 -2.7585 -1.8579
H -2.4401 -4.3090 -2.5692
H -3.6608 -5.1917 -0.2244
H -3.1896 -3.5273 -0.6334
H -1.6180 -6.9148 -0.3969
H -2.2620 -6.4130 1.1861
H 0.4578 -6.1251 0.6619
H -0.6760 -4.0834 1.8204
H -2.3851 -3.6822 1.5998
H -0.2956 -5.2965 -1.8070
H 0.5609 -4.4521 -0.4806
C -1.7820 0.5231 -4.0058
P -1.5859 0.4783 -2.1632
C -1.4549 2.2836 -1.8843
C -3.3435 0.1340 -1.7908
C -3.8610 -1.0771 -2.2474
C -5.1501 -1.4617 -1.9340
C -5.9396 -0.6549 -1.1277
C -5.4288 0.5417 -0.6536
C -4.1446 0.9366 -0.9890
H -1.8207 -0.4945 -4.3881
H -0.9109 1.0198 -4.4233
H -2.6870 1.0631 -4.2873
H -2.1868 2.8450 -2.4678
H -0.4454 2.5734 -2.1662
H -1.5657 2.4880 -0.8210
H -3.2236 -1.7226 -2.8383
H -5.5335 -2.4063 -2.2962
H -6.9404 -0.9690 -0.8572
H -6.0205 1.1697 0.0001
H -3.7589 1.8707 -0.6103
O -1.0012 -1.5266 2.6493
C -0.3866 -0.4147 2.7666
O -0.2758 0.3866 1.7776
C 0.1864 -0.0358 4.0458
C 1.2095 0.9322 4.0577
C 1.6925 1.4449 5.2238
C 1.1594 1.0231 6.4619
C 0.1659 0.0189 6.4567
C -0.2925 -0.5078 5.2825
N 1.5974 1.5730 7.6428
O 2.4834 2.4695 7.6180
O 1.1029 1.1709 8.7322
H 1.6059 1.2470 3.1038
H 2.4779 2.1840 5.2258
H -0.2189 -0.3060 7.4105
H -1.0579 -1.2721 5.2843
C -4.2120 3.2233 2.0953
Te -2.5112 1.8190 1.9999
C -1.7429 2.6283 3.8320
H -3.8615 4.2479 2.1628
H -4.8476 3.0268 2.9522
H -4.8153 3.1318 1.1991
H -2.1432 2.1029 4.6914
H -2.0034 3.6774 3.9026
H -0.6696 2.5111 3.8231
*
```

Results of the Mulliken charge analysis, in e, for atoms 1 through 8: 1.2424 -1.3687 -0.7926 -0.7561 1.1297 -0.2569 0.1510 0.7470